(1)
The following is a quantum chemistry calculation of C44H57BN11O2RbSTe as an isolated structure, from OMol25.

- ΔE to the lowest compared entry with this formula, charge and spin: 0.00 kcal per mole
- Charge: -2

CARTESIAN COORDINATES (ANGSTROEM)
Rb  0.000  -0.008  -0.145
O  0.130  4.335  2.265
C  -0.766  4.299  3.258
C  -0.971  5.460  4.011
C  -1.896  5.471  5.038
C  -2.634  4.330  5.335
C  -2.430  3.179  4.591
C  -1.504  3.138  3.554
C  -1.269  1.894  2.750
O  -0.408  1.934  1.829
N  -2.025  0.851  3.102
N  -1.803  -0.215  2.300
C  -2.443  -1.282  2.589
C  -2.288  -2.499  1.789
C  -3.024  -3.639  2.129
C  -2.882  -4.789  1.378
C  -2.013  -4.778  0.295
C  -1.326  -3.601  0.027
N  -1.442  -2.494  0.749
H  0.104  3.407  1.862
H  -0.391  6.339  3.761
H  -2.046  6.378  5.612
H  -3.361  4.341  6.138
H  -2.986  2.274  4.795
H  -3.130  -1.315  3.439
H  -3.699  -3.603  2.975
H  -3.444  -5.682  1.626
H  -1.871  -5.644  -0.338
H  -0.656  -3.557  -0.825
C  6.179  1.187  -1.756
C  4.947  0.355  -1.909
C  4.757  -0.753  -2.707
C  3.423  -1.143  -2.461
N  2.857  -0.326  -1.592
N  3.791  0.589  -1.249
B  3.535  1.700  -0.207
N  3.035  1.085  1.135
N  2.735  -0.228  1.280
C  2.574  -0.442  2.574
C  2.772  0.750  3.300
C  3.069  1.694  2.341
C  3.368  3.145  2.505
C  2.268  -1.818  3.116
C  3.454  -2.288  3.969
C  1.010  -1.757  3.988
C  2.051  -2.810  1.973
N  2.567  2.771  -0.775
N  1.344  2.429  -1.236
C  0.828  3.506  -1.808
C  1.738  4.578  -1.728
C  2.835  4.063  -1.069
C  4.110  4.763  -0.722
C  -0.535  3.457  -2.463
C  -1.631  3.235  -1.414
C  -0.814  4.777  -3.186
C  -0.564  2.315  -3.484
C  2.680  -2.318  -3.052
C  3.593  -3.549  -3.051
C  1.432  -2.631  -2.233
C  2.269  -1.992  -4.495
H  6.962  0.786  -2.401
H  6.539  1.186  -0.727
H  5.998  2.225  -2.038
H  5.485  -1.206  -3.360
H  4.578  2.263  0.011
H  2.687  0.918  4.362
H  3.355  3.401  3.565
H  2.629  3.767  1.998
H  4.354  3.384  2.099
H  3.645  -1.591  4.787
H  4.359  -2.354  3.361
H  3.248  -3.275  4.396
H  1.158  -1.087  4.838
H  0.763  -2.751  4.372
H  0.163  -1.384  3.414
H  2.917  -2.831  1.310
H  1.178  -2.540  1.378
H  1.885  -3.812  2.380
H  1.624  5.587  -2.089
H  4.064  5.785  -1.101
H  4.976  4.269  -1.164
H  4.269  4.805  0.355
H  -1.483  2.304  -0.868
H  -2.613  3.193  -1.895
H  -1.632  4.046  -0.680
H  -0.819  5.615  -2.485
H  -1.793  4.730  -3.667
H  -0.060  4.972  -3.953
H  -0.347  1.359  -3.010
H  0.186  2.482  -4.263
H  -1.551  2.241  -3.945
H  3.901  -3.793  -2.032
H  4.493  -3.378  -3.646
H  3.064  -4.409  -3.469
H  1.694  -2.773  -1.182
H  0.939  -3.528  -2.615
H  0.716  -1.814  -2.303
H  3.146  -1.762  -5.105
H  1.602  -1.129  -4.510
H  1.741  -2.838  -4.945
N  -3.304  -4.247  -4.321
C  -2.487  -4.562  -5.376
C  -1.283  -4.872  -4.818
N  -1.343  -4.745  -3.451
C  -2.568  -4.366  -3.193
H  -4.188  -3.769  -4.372
H  -2.811  -4.480  -6.398
H  -0.361  -5.119  -5.319
H  -2.956  -4.095  -2.226
Te  -3.082  -0.968  -3.154
C  -4.138  0.845  -3.068
C  -4.291  1.822  -4.017
C  -5.065  2.935  -3.589
C  -5.510  2.805  -2.308
S  -4.972  1.320  -1.631
H  -3.847  1.738  -5.000
H  -5.273  3.800  -4.206
H  -6.097  3.502  -1.732

=====

(2)
The following is a quantum chemistry calculation of C44H57BaCl3N4O3SeSi as an isolated structure, from OMol25.

- ΔE to the lowest compared entry with this formula, charge and spin: 0.00 kcal per mole
- Charge: -2

CARTESIAN COORDINATES (ANGSTROEM)
Ba  0.599  0.224  0.622
C  -0.492  6.379  2.041
C  0.183  5.245  2.825
C  0.133  5.570  4.320
C  1.602  5.000  2.327
C  2.433  6.114  2.248
C  3.678  6.068  1.647
C  4.097  4.854  1.119
C  3.330  3.702  1.208
C  3.929  2.421  0.660
C  4.161  1.377  1.756
C  3.153  1.903  -0.559
C  2.044  3.731  1.835
N  1.294  2.575  1.895
C  0.693  2.338  3.147
C  -0.281  1.451  3.476
N  -0.989  0.631  2.602
C  -1.821  -0.339  3.113
C  -1.519  -1.171  4.233
C  -2.458  -2.098  4.672
C  -3.661  -2.301  4.017
C  -3.925  -1.559  2.874
C  -3.039  -0.595  2.416
C  -3.428  0.290  1.248
C  -4.337  -0.372  0.216
C  -4.072  1.571  1.790
C  -0.155  -1.183  4.908
C  0.480  -2.578  4.862
C  -0.215  -0.694  6.358
H  -1.561  6.415  2.269
H  -0.371  6.249  0.965
H  -0.068  7.352  2.304
H  -0.393  4.335  2.665
H  0.726  6.462  4.539
H  0.526  4.746  4.915
H  -0.896  5.761  4.639
H  2.073  7.063  2.635
H  4.302  6.951  1.583
H  5.072  4.788  0.644
H  4.925  2.688  0.289
H  3.244  1.148  2.295
H  4.879  1.767  2.483
H  4.552  0.450  1.334
H  2.076  2.033  -0.438
H  3.367  0.852  -0.775
H  3.409  2.482  -1.449
H  1.101  2.900  3.988
H  -0.541  1.420  4.532
H  -2.221  -2.714  5.534
H  -4.366  -3.044  4.370
H  -4.852  -1.725  2.337
H  -2.513  0.592  0.731
H  -5.338  -0.556  0.617
H  -3.929  -1.322  -0.136
H  -4.442  0.288  -0.647
H  -4.970  1.316  2.361
H  -4.357  2.244  0.976
H  -3.376  2.085  2.456
H  0.504  -0.515  4.353
H  -0.073  -3.292  5.478
H  1.505  -2.534  5.242
H  0.512  -2.953  3.840
H  -0.868  -1.342  6.951
H  -0.605  0.322  6.426
H  0.779  -0.710  6.813
O  -1.109  -3.144  0.078
H  -1.863  -2.754  0.536
H  -0.371  -3.023  0.696
Cl  2.820  -4.597  2.683
C  3.428  -3.054  2.070
Cl  4.706  -3.363  0.881
Cl  4.097  -2.112  3.425
C  2.291  -2.174  1.420
O  1.122  -2.509  1.648
O  2.707  -1.192  0.787
C  -0.124  -1.730  -3.647
Si  0.539  -0.068  -2.938
C  -0.120  1.159  -4.273
C  2.400  -0.192  -3.413
C  3.204  -1.146  -2.771
C  4.571  -1.225  -2.986
C  5.193  -0.333  -3.853
C  4.426  0.626  -4.499
C  3.053  0.688  -4.282
H  0.102  -1.842  -4.714
H  -1.209  -1.777  -3.519
H  0.293  -2.587  -3.112
H  0.113  0.825  -5.294
H  0.295  2.162  -4.142
H  -1.208  1.236  -4.184
H  2.746  -1.826  -2.058
H  5.158  -1.970  -2.458
H  6.265  -0.379  -4.012
H  4.901  1.333  -5.172
H  2.478  1.452  -4.794
C  -1.605  3.518  0.062
N  -1.400  3.823  -1.345
C  -2.334  3.667  -2.310
Se  -4.056  3.060  -2.172
N  -1.773  4.096  -3.470
C  -0.475  4.526  -3.259
C  0.493  5.023  -4.112
C  1.716  5.360  -3.544
C  1.949  5.206  -2.178
C  0.973  4.705  -1.327
C  -0.241  4.362  -1.894
H  -2.386  2.767  0.134
H  -1.918  4.412  0.600
H  -0.675  3.155  0.506
H  -2.244  3.980  -4.349
H  0.312  5.121  -5.174
H  2.506  5.739  -4.181
H  2.911  5.464  -1.757
H  1.172  4.572  -0.272

=====

| no. | HOMO level (Ha) | lowest unoccupied orbital energy (eV) |
| --- | --- | --- |
| 1 | -0.06044 | 3.728 |
| 2 | -0.02572 | 3.926 |